68
Properties=species:S:1:pos:R:3:mulliken_charge:R:1 method="wB97M-V/def2-TZVPD" energy_ha=-1747.77406 spin_multiplicity=1 gap_ev=5.51 charge=+1 homo_energy_ev=-9.916
C 0.253 -2.259 -1.065 -0.5595
C 1.132 -2.739 -2.218 -0.7700
N 1.166 -1.909 -3.438 0.3047
C 2.037 -0.758 -3.407 -1.3755
C 1.530 0.518 -2.678 0.7513
S 1.201 2.013 -3.704 0.0684
S 0.278 1.524 -5.507 -0.0192
C -0.127 -1.694 -4.032 0.2836
C -0.494 -2.664 -5.108 -1.1427
O -0.823 -0.768 -3.689 -0.3681
H -0.798 -2.502 -1.219 0.3258
H 0.569 -2.775 -0.157 0.3651
H 0.350 -1.190 -0.872 -0.0036
H 0.817 -3.741 -2.522 0.2944
H 2.169 -2.837 -1.894 0.4536
H 2.940 -1.063 -2.878 0.3176
H 2.377 -0.519 -4.421 0.6510
H 0.610 0.328 -2.135 -0.5744
H 2.297 0.917 -2.010 0.5728
H 0.078 2.384 -3.050 0.2674
H 0.962 0.375 -5.609 0.1806
H 0.133 -2.477 -5.986 0.2632
H -1.542 -2.562 -5.379 0.3741
H -0.273 -3.683 -4.787 0.3439
C -1.999 1.431 -1.208 -1.0067
C -3.171 2.392 -1.345 -0.5880
N -3.725 2.785 -0.067 0.1153
C -5.018 3.447 -0.172 -0.6852
C -5.072 4.809 -0.871 -0.9705
C -2.784 3.362 0.883 -0.7104
C -2.003 4.608 0.447 -0.9021
H -2.275 0.554 -0.621 0.2731
H -1.693 1.080 -2.199 0.3080
H -1.140 1.906 -0.722 0.3014
H -3.969 1.893 -1.900 0.4335
H -2.857 3.248 -1.969 0.1915
H -5.418 3.544 0.839 0.3727
H -5.685 2.757 -0.697 0.4027
H -4.652 5.604 -0.256 0.2302
H -6.110 5.071 -1.079 0.4005
H -4.541 4.799 -1.824 0.2665
H -2.069 2.585 1.165 0.3458
H -3.346 3.582 1.793 0.3860
H -1.613 4.503 -0.568 0.1944
H -1.152 4.762 1.113 0.3591
H -2.609 5.511 0.475 0.2850
C 2.240 -0.861 1.807 -1.0904
C 3.143 -1.447 2.882 -0.4456
N 2.567 -1.350 4.209 0.0747
C 3.519 -1.627 5.275 -0.7163
C 4.093 -3.044 5.376 -0.9667
C 1.242 -1.930 4.368 -0.6775
C 1.063 -3.412 4.016 -0.9463
H 1.975 0.170 2.047 0.3101
H 2.761 -0.873 0.845 0.3803
H 1.319 -1.433 1.692 0.1130
H 4.082 -0.887 2.902 0.4506
H 3.410 -2.478 2.594 0.2470
H 3.037 -1.366 6.220 0.3694
H 4.347 -0.923 5.153 0.4093
H 3.367 -3.756 5.764 0.2219
H 4.946 -3.044 6.057 0.3988
H 4.446 -3.410 4.410 0.2748
H 0.542 -1.345 3.766 0.3482
H 0.943 -1.760 5.405 0.3699
H 1.554 -3.664 3.074 0.2262
H 0.001 -3.639 3.904 0.3571
H 1.460 -4.073 4.783 0.2843